(1)
DFT (the ωB97M-V functional and the def2-TZVPD basis) results for a structure of composition C21H23Cl33N at a distorted geometry.

total energy	-16054.372687	Eh
lowest unoccupied orbital energy	-4.23	eV

Structure (ORCA input):
```
! wB97M-V def2-TZVPD RIJCOSX def2/J DEFGRID3
* xyz 1 1
C -5.875 0.447 -1.842
N -6.075 -0.922 -1.783
C -5.249 -1.642 -0.730
C -5.034 -0.371 0.332
C -4.723 0.858 -0.744
C -3.334 0.441 -1.572
C -2.081 -0.376 -0.858
C -0.762 -0.801 -1.738
C -0.729 -0.356 -3.317
C -1.937 0.459 -4.108
C -3.251 0.866 -3.175
H -6.469 1.151 -2.584
H -6.790 -1.300 -2.449
H -6.044 -2.421 -0.310
H -4.235 -2.146 -1.027
H -6.046 -0.271 0.942
H -4.198 -0.574 1.127
H -4.670 1.951 -0.329
H -2.129 -0.703 0.289
H 0.108 -1.410 -1.232
H 0.223 -0.624 -3.978
H -1.902 0.742 -5.259
H -4.104 1.470 -3.743
C 0.278 2.444 0.699
Cl 0.505 2.167 2.435
Cl -0.413 1.008 -0.075
Cl -0.755 3.857 0.424
H 1.256 2.640 0.251
C 3.040 -0.447 4.122
Cl 2.974 -0.874 5.840
Cl 4.588 0.322 3.731
Cl 2.787 -1.882 3.114
H 2.239 0.266 3.913
C 4.031 3.814 5.508
Cl 5.308 4.406 4.432
Cl 3.440 5.120 6.549
Cl 2.701 3.116 4.570
H 4.453 3.031 6.144
C -7.235 4.331 0.174
Cl -5.803 4.690 -0.806
Cl -8.116 2.946 -0.494
Cl -6.774 4.021 1.857
H -7.895 5.202 0.153
C 5.480 -3.017 0.854
Cl 5.989 -1.323 0.756
Cl 4.272 -3.377 -0.391
Cl 6.876 -4.096 0.696
H 5.024 -3.184 1.834
C -9.813 -0.856 -1.831
Cl -9.240 -2.013 -3.045
Cl -9.145 0.755 -2.143
Cl -11.584 -0.801 -1.811
H -9.468 -1.188 -0.849
C 4.348 5.317 0.363
Cl 4.621 6.582 1.573
Cl 3.524 3.928 1.090
Cl 3.412 5.952 -1.000
H 5.320 4.984 -0.012
C -11.107 -4.653 -5.678
Cl -9.831 -4.061 -6.755
Cl -11.699 -3.347 -4.637
Cl -12.438 -5.351 -6.616
H -10.686 -5.436 -5.042
C 5.982 -7.591 -0.030
Cl 7.042 -7.621 1.391
Cl 6.646 -8.605 -1.322
Cl 4.349 -8.124 0.402
H 5.924 -6.562 -0.394
C 9.709 -1.313 1.285
Cl 11.071 -1.334 0.152
Cl 10.131 -2.164 2.781
Cl 9.216 0.353 1.635
H 8.866 -1.831 0.821
C 12.296 3.141 2.271
Cl 12.229 2.715 3.990
Cl 13.844 3.910 1.881
Cl 12.042 1.706 1.264
H 11.495 3.855 2.062
*
```

---

(2)
DFT (the ωB97M-V functional and the def2-TZVPD basis) results for a structure of composition C21H23ClOPPr at a distorted geometry.

<S²>	2.0092
total energy	-2207.280475	Eh
lowest unoccupied orbital energy (alpha / beta)	-8.29 / -7.59	eV

Structure (ORCA input):
```
! wB97M-V def2-TZVPD RIJCOSX def2/J DEFGRID3
* xyz 2 3
Pr 1.184 -2.096 1.059
Cl 1.051 -4.406 1.952
P -0.472 0.173 -0.256
C -0.326 0.824 -1.965
C -0.615 2.157 -2.332
C -0.395 2.585 -3.645
C 0.126 1.703 -4.592
C 0.421 0.379 -4.239
C 0.193 -0.061 -2.936
C -1.769 -1.129 -0.374
C -2.212 -1.688 0.840
C -3.046 -2.810 0.822
C -3.451 -3.371 -0.385
C -3.079 -2.766 -1.579
C -2.298 -1.617 -1.583
C -1.430 1.567 0.529
C -0.947 2.063 1.754
C -1.653 3.048 2.435
C -2.846 3.557 1.907
C -3.363 3.041 0.720
C -2.677 2.029 0.040
H -2.000 -1.180 1.800
H -3.379 -3.228 1.769
H -4.094 -4.266 -0.391
H -3.433 -3.180 -2.524
H -2.091 -1.085 -2.518
H -1.039 2.862 -1.606
H -0.653 3.609 -3.917
H 0.284 2.041 -5.623
H 0.805 -0.321 -4.974
H 0.390 -1.104 -2.659
H -0.033 1.613 2.188
H -1.271 3.397 3.391
H -3.394 4.329 2.446
H -4.306 3.404 0.320
H -3.102 1.590 -0.877
H 3.002 2.361 -0.297
H 2.786 2.566 0.386
C 5.499 -0.708 1.859
C 4.405 -1.640 2.160
C 4.558 -2.600 3.265
O 3.312 -1.669 1.476
H 6.338 -1.087 2.476
H 5.318 0.330 2.197
H 5.820 -0.699 0.805
H 4.005 -2.277 4.165
H 4.249 -3.616 2.969
H 5.630 -2.623 3.543
*
```

---

(3)
DFT (the ωB97M-V functional and the def2-TZVPD basis) results for a structure of composition C21H23CrF3N2O7S2.

<S²>	3.7835
total energy	-3590.508154	Eh
lowest unoccupied orbital energy (alpha / beta)	-3.54 / -3.70	eV

Structure (ORCA input):
```
! wB97M-V def2-TZVPD RIJCOSX def2/J DEFGRID3
* xyz 1 4
Cr 1.220 0.184 -0.423
C -6.374 -2.426 -0.403
C -4.875 -2.302 -0.403
C -4.257 -1.055 -0.519
C -2.880 -0.935 -0.492
C -2.109 -2.086 -0.359
C -2.697 -3.340 -0.242
C -4.076 -3.436 -0.272
S -0.370 -1.991 -0.217
O 0.248 -1.448 -1.462
O 0.102 -3.236 0.283
N -0.065 -0.685 0.678
C 0.106 -0.499 2.062
C -0.377 -1.238 3.099
C -0.143 -0.805 4.428
C 0.541 0.342 4.702
C 1.067 1.115 3.639
C 1.798 2.313 3.793
C 2.290 2.971 2.697
C 2.089 2.429 1.423
N 1.405 1.316 1.240
C 0.867 0.664 2.331
H -6.852 -1.500 -0.721
H -6.737 -2.665 0.600
H -6.699 -3.229 -1.065
H -4.869 -0.167 -0.622
H -2.403 0.033 -0.578
H -2.076 -4.220 -0.132
H -4.543 -4.411 -0.183
H -0.933 -2.148 2.904
H -0.526 -1.404 5.245
H 0.697 0.667 5.724
H 1.971 2.705 4.789
H 2.854 3.887 2.797
H 2.525 2.885 0.541
C -0.721 2.587 -0.694
O -0.338 1.331 -1.274
C -0.286 1.327 -2.718
C 0.934 2.071 -3.184
O 2.017 1.617 -2.383
C 3.256 2.111 -2.927
H -1.590 2.972 -1.225
H 0.096 3.307 -0.746
H -0.978 2.397 0.344
H -1.204 1.760 -3.111
H -0.232 0.281 -3.001
H 0.824 3.154 -3.084
H 1.112 1.844 -4.237
H 3.411 1.696 -3.923
H 4.061 1.807 -2.276
H 3.215 3.200 -2.993
F 2.997 -1.065 -2.525
C 3.898 -1.651 -1.707
F 3.580 -2.924 -1.564
F 5.099 -1.531 -2.239
S 3.829 -0.787 -0.082
O 2.455 -1.176 0.394
O 4.920 -1.241 0.697
O 3.729 0.627 -0.425
*
```

---

(4)
DFT (the ωB97M-V functional and the def2-TZVPD basis) results for a structure of composition C21H23CuF4N5O3S2 at a distorted geometry.

<S²>	0.7680
total energy	-4148.433885	Eh
lowest unoccupied orbital energy (alpha / beta)	-7.91 / -9.82	eV

Structure (ORCA input):
```
! wB97M-V def2-TZVPD RIJCOSX def2/J DEFGRID3
* xyz 2 2
C -6.333 -3.239 1.599
C -4.684 -3.453 1.496
N -4.082 -2.067 1.405
C -3.872 -1.628 -0.033
C -4.773 -0.288 -0.423
C -2.826 -1.922 2.241
S -1.593 -3.138 2.271
S -2.527 -0.402 3.360
C -1.774 0.976 2.339
C -0.112 0.791 2.334
C 0.404 1.644 1.008
C 1.999 1.315 0.622
C 2.643 0.713 2.043
N 3.294 0.001 2.938
C 2.702 2.786 0.409
O 3.948 2.775 -0.368
C 4.862 3.861 0.022
F 5.815 3.443 1.117
F 4.148 5.146 0.372
F 5.728 4.227 -1.161
C 2.142 0.289 -0.646
C 0.944 -0.861 -0.440
N 0.019 -1.763 -0.337
C 3.547 -0.548 -0.723
O 4.738 -0.152 -0.236
N 3.574 -1.903 -1.460
C 3.535 -3.060 -0.488
O 2.622 -4.041 -0.454
F 4.604 -3.092 0.574
C 1.839 0.969 -2.119
C 0.342 1.120 -2.741
C 0.145 1.772 -4.191
N 1.111 2.356 -5.163
C 2.459 2.192 -4.553
C 2.942 1.548 -3.168
H -6.830 -4.307 1.523
H -6.680 -2.514 0.738
H -6.528 -2.809 2.679
H -4.360 -4.065 2.452
H -4.512 -4.121 0.547
H -2.749 -1.347 -0.225
H -4.174 -2.454 -0.819
H -5.879 -0.547 -0.720
H -4.804 0.371 0.555
H -4.242 0.314 -1.284
H -2.074 2.069 2.711
H -2.102 0.808 1.223
H 0.245 1.262 3.358
H 0.075 -0.361 2.246
H -0.314 1.570 0.087
H 0.371 2.788 1.350
H 1.954 3.575 -0.078
H 2.939 3.195 1.506
H 2.827 -1.949 -2.186
H -0.591 0.747 -2.125
H -0.986 1.804 -4.581
H 3.337 2.626 -5.240
H 4.089 1.494 -2.903
Cu 3.458 -4.516 1.738
*
```